Here is a structure of composition C38H31IN5OsPS from OMol25. Energies are from ωB97M-V with the def2-TZVPD basis set.

```
78
C38H31IN5OsPS (ωB97M-V with the def2-TZVPD basis set)
Os -0.9637 -0.0319 0.2922
N -4.2941 -0.2429 0.9131
C -3.5965 -1.4223 0.9529
C -4.2712 -2.5617 1.5164
C -3.6025 -3.7863 1.5151
C -2.3239 -3.9250 0.9066
C -1.7804 -2.8171 0.3440
N -2.3518 -1.5608 0.3907
C -3.9018 1.0683 0.5853
C -4.9493 2.0531 0.7317
C -4.6850 3.3629 0.4619
C -3.3493 3.7610 0.1668
C -2.3628 2.7844 0.1447
N -2.6213 1.4191 0.3222
H -5.2795 -0.3166 1.1652
H -5.3665 -2.5245 1.7367
H -4.0679 -4.6601 1.9692
H -1.7878 -4.8801 0.8832
H -0.7940 -2.8946 -0.1453
H -5.9657 1.6529 0.8313
H -5.5089 4.0728 0.4813
H -3.0706 4.8173 0.0337
H -1.3075 2.9874 -0.0086
I -0.9959 0.1290 2.8460
C 0.7613 0.1564 4.0091
C 0.5826 0.2601 5.3791
C 1.6787 0.2990 6.2593
C 2.9390 0.2166 5.7571
C 3.1088 0.1050 4.3645
C 4.4226 0.0248 3.9097
C 4.6699 -0.1738 2.5685
C 3.6317 -0.3368 1.6413
C 2.3060 -0.2179 1.9990
P 1.2492 -0.1407 0.5125
C 1.7228 -1.6295 -0.4277
C 2.2122 -2.7777 0.1874
C 2.7662 -3.8371 -0.5673
C 2.6269 -3.8595 -1.9401
C 2.0661 -2.7131 -2.5614
C 1.7493 -1.5687 -1.8293
C 1.9492 1.2654 -0.2470
C 1.5176 2.5300 0.2432
C 2.0854 3.7039 -0.2182
C 3.1731 3.6370 -1.0973
C 3.6214 2.4092 -1.5449
C 2.9642 1.2353 -1.1928
C 2.0311 0.0375 3.4163
H -0.4366 0.3726 5.7912
H 1.3720 0.3847 7.3345
H 3.8196 0.3368 6.3612
H 5.2689 0.2006 4.5610
H 5.6688 -0.1846 2.1813
H 3.9003 -0.6039 0.6099
H 2.2068 -2.8102 1.3083
H 3.3193 -4.6732 -0.0690
H 2.9164 -4.7891 -2.4600
H 1.8674 -2.7403 -3.6802
H 1.5000 -0.6448 -2.3473
H 0.7689 2.6138 1.0131
H 1.6764 4.6239 0.0772
H 3.5625 4.5776 -1.3720
H 4.4721 2.3903 -2.2172
H 3.3234 0.2563 -1.5515
N -2.1073 1.4123 -6.4026
C -1.8891 0.2091 -5.8280
S -2.5673 -1.1349 -6.5042
C -1.3070 0.1954 -4.4897
C -0.9719 1.3404 -3.8183
C -0.7289 1.2776 -2.4604
N -1.0362 0.1707 -1.7522
C -1.3119 -0.9785 -2.4295
C -1.3740 -1.0148 -3.8007
H -2.6674 1.3699 -7.2485
H -1.4876 2.1636 -6.1748
H -0.8983 2.3059 -4.3114
H -0.4101 2.1449 -1.9366
H -1.3763 -1.8950 -1.7846
H -1.7101 -1.9869 -4.2566
```

Summary:
electronic energy = -2866.79182 hartree
gap between HOMO and LUMO (alpha / beta) = 5.43 / 1.46 eV
net charge = +4
multiplicity = 5
F_max = 2.81 eV Å⁻¹



Here is a cluster of 2 separate species, C8H14O in total from OMol25. Energies are from ωB97M-V with the def2-TZVPD basis set.

```
23
C8H14O (ωB97M-V with the def2-TZVPD basis set)
C 0.3158 1.2742 0.0122
C 1.2369 0.4217 0.3522
C -0.0332 2.5448 0.1158
C -2.2965 0.2946 0.3448
C -1.6129 -0.6168 -0.2537
C 2.1528 -0.2643 -0.7011
C 1.3306 -0.1449 1.7852
C -1.2822 -1.0232 -1.6042
O -1.0793 -1.5155 0.5947
H 0.6528 3.2666 0.4851
H -0.9962 2.8420 -0.2765
H -2.3753 0.1106 1.4138
H -2.5927 1.1701 -0.0998
H 3.1034 -0.5339 -0.2712
H 1.6115 -1.1580 -0.9752
H 2.4673 0.3896 -1.6333
H 2.4236 -0.0489 1.9727
H 0.7268 0.3607 2.5880
H 1.1214 -1.2011 1.6428
H -1.8064 -0.5519 -2.3931
H -1.6920 -2.0657 -1.6798
H -0.2336 -1.1139 -1.6535
H -1.1428 -2.4366 0.2341
```

Summary:
electronic energy = -388.17344 hartree
gap between HOMO and LUMO (alpha / beta) = 5.54 / 7.25 eV
multiplicity = 3
F_max = 9.61 eV Å⁻¹



Summary of energy above the lowest of the compared OMol25 structures with the same formula, charge and spin in kcal/mol
0.0 42.6
(order as listed above)